<A>
C3H5NOS2 | ωB97M-V with the def2-TZVPD basis set

Each line ends with the Löwdin charge.
Atoms and positions in Å:
O (0.88628, 2.98069, -1.06930)  -0.0455
N (0.19797, 1.86968, -0.64985)  -0.0086
C (0.98522, 0.95469, -0.27457)  -0.2336
C (0.47586, -0.30830, 0.32784)  -0.6664
S (1.04851, -1.62861, -0.89266)  0.7553
C (-1.03116, -0.38586, 0.32658)  -0.7090
S (-1.86983, -0.86478, 1.65185)  0.6750
H (0.20385, 3.64789, -1.22464)  0.1006
H (2.07655, 1.09322, -0.45203)  0.1391
H (0.88451, -0.47604, 1.28387)  0.0757
H (0.44389, -2.64196, -0.28807)  -0.1453
H (-1.52322, -0.22533, -0.64201)  0.0626

Its SMILES is O/N=C/[C@H](S)C=S. The orbital gap is 8.443 eV.

***

<B>
C3H5NOS2 | ωB97M-V with the def2-TZVPD basis set

Each line ends with the Löwdin charge.
Atoms and positions in Å:
O (-1.07158, 1.80847, -0.97833)  0.0469
C (-0.67941, 1.87316, 0.17197)  -0.2781
C (0.29359, 1.03101, 0.90031)  -0.2184
C (0.75687, -0.15890, 0.12788)  -0.9205
S (2.35036, -0.36674, -0.16734)  0.6828
N (-0.16528, -1.05393, -0.33252)  -0.4485
S (-1.74761, -1.25317, 0.20663)  0.8026
H (-1.08475, 2.64707, 0.83200)  0.1218
H (-0.26424, 0.72409, 1.78824)  0.1185
H (1.14515, 1.55779, 1.30046)  0.1066
H (0.26329, -1.95025, -0.72755)  0.1115
H (-2.20001, -0.62192, -0.86857)  -0.1252

Its SMILES is O=CCC(=S)NS. The orbital gap is 8.972 eV.

***

Verdict on stability: <A> comes out at the bottom.

***

<A>
C10H13N3 | ωB97M-V with the def2-TZVPD basis set

Each line ends with the Löwdin charge.
Atoms and positions in Å:
C (-2.64706, 0.17547, -2.35268)  -0.0491
C (-1.99946, 0.37016, -1.01553)  -0.2385
C (-2.71473, 0.93769, 0.02940)  -0.0510
C (-2.13714, 1.12469, 1.27273)  -0.0792
C (-0.82823, 0.74227, 1.48476)  -0.0295
C (-0.10469, 0.17362, 0.44486)  -0.1855
N (1.24651, -0.23900, 0.60878)  -0.0446
N (2.01464, 0.57374, 1.50437)  -0.0177
N (1.56415, -0.73645, 1.91413)  -0.0180
C (2.92737, -1.29962, 1.76401)  -0.1345
C (3.40491, 0.08890, 1.33112)  -0.1345
C (-0.67312, -0.02039, -0.81382)  -0.1705
C (0.11717, -0.63299, -1.92927)  -0.0377
H (-2.09483, 0.70413, -3.12876)  0.0817
H (-2.66360, -0.88028, -2.62007)  0.0825
H (-3.66887, 0.54538, -2.34214)  0.0745
H (-3.74032, 1.23781, -0.13352)  0.1065
H (-2.70789, 1.56828, 2.07492)  0.1009
H (-0.35414, 0.87632, 2.44444)  0.1006
H (2.98271, -2.09968, 1.02708)  0.1041
H (3.29996, -1.63492, 2.72862)  0.1026
H (4.06318, 0.58963, 2.03648)  0.1026
H (3.77419, 0.19591, 0.31216)  0.1041
H (0.18228, 0.05494, -2.77107)  0.0835
H (1.12029, -0.87048, -1.59125)  0.0631
H (-0.36329, -1.54514, -2.27976)  0.0837

Its SMILES is Cc1cccc(-n2n3n2CC3)c1C. The orbital gap is 9.833 eV.

***

<B>
C10H13N3 | ωB97M-V with the def2-TZVPD basis set

Each line ends with the Löwdin charge.
Atoms and positions in Å:
C (2.95520, -0.01306, 0.92016)  -0.0421
C (1.64188, 0.62597, 1.06436)  -0.2596
C (1.01001, 0.82203, 2.21280)  -0.0403
C (-0.40000, 1.33824, 2.47509)  -0.1088
N (-1.47111, 1.17762, 1.77128)  0.0217
N (-1.55818, 0.82579, 0.53043)  0.0284
C (-1.86434, -0.26579, -0.04936)  -0.3246
C (-2.30955, -1.54251, 0.58115)  -0.0278
C (-1.51025, -0.37996, -1.47502)  -0.0300
C (-0.27884, -0.10495, -1.84805)  -0.3590
C (0.08088, -0.19471, -3.30713)  -0.0206
N (0.73047, 0.17143, -0.99808)  0.1284
C (0.82556, 1.10099, -0.11783)  -0.0274
H (3.81876, 0.40151, 1.39453)  0.0891
H (3.10846, -0.35656, -0.02338)  0.0401
H (2.75481, -0.98676, 1.29272)  0.0822
H (1.65421, 0.50460, 3.01916)  0.1035
H (-0.47111, 1.71742, 3.48473)  0.0891
H (-3.24849, -1.83179, 0.27224)  0.0408
H (-2.38685, -1.44585, 1.78518)  0.1242
H (-1.49244, -2.25014, 0.47799)  0.0797
H (-2.23557, -0.50001, -2.32249)  0.1355
H (-0.46192, 0.50303, -3.90330)  0.0779
H (-0.15493, -1.14828, -3.71673)  0.0746
H (1.08607, -0.01589, -3.40806)  0.0454
H (0.17724, 1.84763, -0.11239)  0.0796

Its SMILES is Cc1ccnnc(C)cc(C)nc1. The orbital gap is 8.668 eV.

***

Verdict on stability: <B> comes out at the bottom.

***

<A>
C6H9NS | ωB97M-V with the def2-TZVPD basis set

Each line ends with the Löwdin charge.
Atoms and positions in Å:
C (0.39299, 1.00019, 0.01555)  -0.3482
C (-0.93996, -0.93995, -0.01954)  -0.6221
C (1.20862, 1.97170, 0.31298)  -0.0013
C (-1.40326, -2.17914, 0.00306)  -0.0661
C (-1.23401, 1.63881, -0.37085)  -0.4035
C (1.52483, -1.21661, 0.03315)  -0.0107
N (0.32142, -0.32681, -0.00713)  -0.1586
S (-2.24238, 0.28274, 0.19706)  0.9229
H (2.26188, 1.88668, 0.71768)  0.0729
H (0.74430, 2.97038, 0.37049)  0.0566
H (-2.50747, -2.28786, -0.01229)  0.0490
H (-0.84948, -3.12022, -0.00312)  0.0517
H (-1.46839, 2.53502, 0.22842)  0.0472
H (-1.21978, 2.06554, -1.43704)  0.0922
H (1.13087, -2.20788, -0.39716)  0.0944
H (2.24664, -0.70782, -0.69980)  0.1090
H (2.03318, -1.36477, 1.06853)  0.1145

The multiplicity is 3. Its expectation value of S² is 2.01. The orbital gap (alpha / beta) is 5.099 / 6.315 eV.

***

<B>
C6H9NS | ωB97M-V with the def2-TZVPD basis set

Each line ends with the Löwdin charge.
Atoms and positions in Å:
C (-0.89873, 1.52167, 0.80974)  -0.2852
C (-0.19049, 0.73536, -0.23356)  -0.6846
C (-0.17188, -0.69152, 0.10125)  -0.7236
C (0.79661, 1.71869, -1.14917)  -0.0194
C (0.97080, -1.44635, -0.49413)  -0.0826
C (-0.85232, -1.13007, 1.42180)  -0.0472
N (-1.56917, 2.23170, 1.42374)  0.1628
S (-1.40806, -0.14667, -1.16633)  0.9926
H (1.20006, 2.51400, -0.38810)  0.1132
H (0.04415, 2.23937, -1.74668)  0.0516
H (1.45772, 1.17482, -1.82416)  0.0630
H (1.89686, -0.89269, -0.42703)  0.0803
H (0.78464, -1.87000, -1.48492)  0.0720
H (1.00912, -2.40603, 0.10019)  0.1001
H (-1.70873, -0.47071, 1.53259)  0.0600
H (-0.29845, -0.93845, 2.30027)  0.0771
H (-1.06214, -2.14310, 1.22451)  0.0699

The multiplicity is 3. Its expectation value of S² is 2.01. The orbital gap (alpha / beta) is 5.545 / 7.626 eV.

***

Verdict on stability: <A> comes out at the bottom.

***

<A>
CHO3PS | ωB97M-V with the def2-TZVPD basis set

Each line ends with the Löwdin charge.
Atoms and positions in Å:
O (2.37320, 1.57481, -0.32405)  -0.4698
P (1.73657, 0.37153, 0.12487)  0.7413
C (-0.00465, 0.51870, -0.27735)  -0.4418
S (-0.87883, -1.00434, 0.16031)  0.7490
O (-2.28545, -1.08605, -0.09535)  -0.3115
O (-0.38298, -1.66337, 1.36707)  -0.3501
H (-0.55786, 1.28871, -0.95550)  0.0829

Its SMILES is O=PC=S(=O)=O. The orbital gap (alpha / beta) is 7.312 / 7.316 eV.

***

<B>
CHO3PS | ωB97M-V with the def2-TZVPD basis set

Each line ends with the Löwdin charge.
Atoms and positions in Å:
O (-0.27186, -1.18038, -1.15156)  0.1213
C (0.34752, -0.25092, -0.72470)  -0.7064
O (1.35146, 0.29416, -1.40172)  0.1442
O (0.04087, 0.38286, 0.42178)  -0.3790
P (-0.68741, 0.18042, 2.02918)  0.4848
S (-2.39799, -0.59106, 1.89798)  0.2050
H (1.61742, 1.16491, -1.07095)  0.1300

Its SMILES is O=C(O)OP=S. The orbital gap is 8.569 eV.

***

Verdict on stability: <A> comes out at the bottom.

***

<A>
C2H3N2P | ωB97M-V with the def2-TZVPD basis set

Each line ends with the Löwdin charge.
Atoms and positions in Å:
C (-0.54800, -1.27361, 0.22605)  -0.3627
C (-0.18916, 0.85088, 0.42289)  -0.3662
N (0.73965, -1.42415, 0.08402)  -0.1956
N (-1.04688, -0.08649, 0.55150)  -0.0178
P (1.42161, 0.11937, 0.27933)  0.8873
H (-1.03094, -2.18772, 0.11160)  0.0832
H (-0.58516, 1.81275, 0.80567)  0.0785
H (1.95863, 0.20595, -0.88831)  -0.1067

The orbital gap is 9.650 eV.

***

<B>
C2H3N2P | ωB97M-V with the def2-TZVPD basis set

Each line ends with the Löwdin charge.
Atoms and positions in Å:
C (1.28822, -0.31148, -0.05637)  -0.3886
C (1.94892, -1.35549, 0.06672)  -0.0405
N (0.45137, 0.72726, -0.07025)  -0.0745
N (-0.88940, 0.51388, 0.00033)  -0.3940
P (-1.65896, -0.95121, -0.00072)  0.8419
H (0.76987, 1.67832, 0.06564)  0.1547
H (-1.45357, 1.35715, 0.01873)  0.0887
H (-0.45645, -1.65844, -0.02408)  -0.1877

The orbital gap (alpha / beta) is 6.573 / 7.661 eV.

***

Verdict on stability: <B> comes out at the bottom.

***

<A>
C18H18N4O3S | ωB97M-V with the def2-TZVPD basis set

Each line ends with the Löwdin charge.
Atoms and positions in Å:
C (3.84915, -0.11927, 2.72568)  -0.0558
C (2.56387, -0.42638, 3.48599)  -0.2335
O (2.12886, -1.76046, 3.30453)  -0.0604
C (1.54293, -2.11720, 2.11411)  -0.1863
C (1.19891, -1.26929, 1.08652)  0.0299
C (0.57543, -1.76876, -0.06573)  -0.2018
C (0.18799, -0.86634, -1.11988)  -0.0778
N (0.43673, 0.38118, -0.99413)  0.1220
N (0.07170, 1.29221, -1.91185)  -0.0200
C (-0.02973, 2.62303, -1.57486)  -0.2804
C (0.18873, 3.15572, -0.19513)  -0.1103
O (-0.19961, 2.28535, 0.83639)  -0.0572
C (-1.46203, 1.75167, 0.81330)  -0.2762
C (-1.68691, 0.69128, 1.68937)  -0.0133
C (-2.91759, 0.06996, 1.72810)  -0.0754
C (-3.94262, 0.49747, 0.89886)  -0.0968
C (-3.72557, 1.55997, 0.04215)  -0.0768
C (-2.49357, 2.19268, -0.00575)  -0.0212
N (-0.35827, 3.34494, -2.59724)  0.1155
N (-0.45700, 2.48289, -3.63198)  0.0140
C (-0.21903, 1.19621, -3.26528)  -0.8117
S (-0.23394, -0.10407, -4.26565)  0.6098
C (0.31201, -3.13253, -0.17145)  -0.0257
C (0.65848, -3.98854, 0.85521)  0.0014
C (1.26940, -3.49788, 1.99961)  -0.2384
O (1.60056, -4.33864, 3.00445)  0.0880
H (3.69678, -0.21439, 1.65364)  0.0706
H (4.63322, -0.81043, 3.02566)  0.0808
H (4.16895, 0.89456, 2.94846)  0.0787
H (1.77012, 0.27648, 3.20803)  0.1140
H (2.73688, -0.34599, 4.56300)  0.1259
H (1.37863, -0.20833, 1.12826)  0.1046
H (-0.32219, -1.29369, -1.97904)  0.0662
H (1.26195, 3.31052, -0.03452)  0.1406
H (-0.31751, 4.12856, -0.12765)  0.1380
H (-0.87950, 0.36472, 2.32419)  0.1069
H (-3.07522, -0.75705, 2.40395)  0.1059
H (-4.90306, 0.00612, 0.92253)  0.0995
H (-4.51911, 1.90687, -0.60307)  0.1054
H (-2.35449, 3.02433, -0.67941)  0.1063
H (-0.69940, 2.79889, -4.55651)  0.1483
H (-0.16326, -3.51979, -1.05941)  0.1158
H (0.46372, -5.04699, 0.79348)  0.1205
H (2.01511, -3.81689, 3.70710)  0.1104

Its SMILES is CCOc1cc(/C=N/n2c(COc3ccccc3)n[nH]c2=S)ccc1O. The orbital gap is 8.048 eV.

***

<B>
C18H18N4O3S | ωB97M-V with the def2-TZVPD basis set

Each line ends with the Löwdin charge.
Atoms and positions in Å:
C (0.58253, 2.63818, 3.16699)  0.0182
C (0.36040, 1.34867, 3.00480)  -0.1661
C (-0.95165, 0.77445, 2.55526)  -0.1503
N (-0.80937, 0.05445, 1.31457)  -0.0022
C (-0.98385, 0.48709, 0.02729)  -0.2984
C (-1.36508, 1.88598, -0.32208)  -0.1286
O (-1.26202, 2.15567, -1.69589)  -0.0089
C (-0.11241, 1.88884, -2.37238)  -0.2023
C (-0.22915, 1.90847, -3.74708)  0.0032
C (0.86337, 1.66652, -4.58040)  -0.0737
C (2.09184, 1.38639, -4.04845)  -0.0480
C (2.26022, 1.36341, -2.65319)  -0.1481
C (3.50532, 1.07917, -2.05244)  -0.0117
C (3.62321, 1.09227, -0.69108)  -0.0481
C (2.48377, 1.40417, 0.06722)  -0.1231
N (1.31516, 1.66341, -0.44704)  0.1140
C (1.16067, 1.63800, -1.78789)  -0.1426
N (-0.76482, -0.48839, -0.80562)  0.0950
N (-0.41281, -1.57822, -0.10367)  0.0435
C (-0.43801, -1.24947, 1.15805)  -0.6303
S (-0.07202, -2.29212, 2.49791)  0.9938
C (-0.11720, -3.86713, 1.60783)  -0.3403
C (-1.51980, -4.34232, 1.28908)  -0.5656
O (-1.76166, -5.46764, 0.94628)  0.1101
O (-2.41992, -3.37464, 1.42882)  -0.0927
C (-3.76451, -3.66659, 1.07226)  -0.0270
H (1.53584, 3.01496, 3.49472)  0.0584
H (-0.18466, 3.37443, 2.99025)  0.0627
H (1.13273, 0.61386, 3.18636)  0.0976
H (-1.31230, 0.06056, 3.30581)  0.1147
H (-1.69461, 1.56356, 2.41806)  0.1287
H (-2.42492, 2.05668, -0.08986)  0.1388
H (-0.74627, 2.57746, 0.26490)  0.1202
H (-1.20210, 2.10931, -4.16682)  0.1195
H (0.72286, 1.69018, -5.65065)  0.1049
H (2.94281, 1.18154, -4.68122)  0.1082
H (4.35179, 0.85302, -2.68640)  0.1155
H (4.55853, 0.87475, -0.19873)  0.1009
H (2.53547, 1.44517, 1.14820)  0.0929
H (0.41622, -3.72013, 0.66634)  0.0885
H (0.39758, -4.61100, 2.21468)  0.0922
H (-3.92003, -4.74669, 1.05714)  0.0905
H (-3.96484, -3.25122, 0.08340)  0.1018
H (-4.40626, -3.19506, 1.81464)  0.0937

Its SMILES is C=CCn1c(COc2cccc3cccnc23)nnc1SCC(=O)OC. The orbital gap is 8.422 eV.

***

Verdict on stability: <A> comes out at the bottom.